# 1
C3H5NO3 | ωB97M-V/def2-TZVPD

Properties
Frontier orbital gap (eV): 11.04
Largest force on an atom (eV/A): 3.7
Energy above the lowest of the compared OMol25 structures with the same formula, charge and spin (kJ/mol): 334.55
SMILES: C[C@@H]1ONC(=O)O1
HOMO level (eV): -10.294
Lowest unoccupied orbital energy (eV): 0.74
Spin multiplicity: 1
Charge: 0

Last column: natural (NBO) charge in e.
Positions of all 12 atoms, in Å:
C (-2.2692, -0.5132, -0.1731)  -0.645
C (-0.9686, -0.0672, 0.3549)  0.335
O (-0.6202, 1.1306, -0.2277)  -0.377
N (0.7501, 1.1462, 0.2378)  -0.395
C (1.2306, -0.2243, 0.0441)  0.864
O (2.3700, -0.6144, -0.1336)  -0.544
O (0.0490, -0.9258, -0.0246)  -0.501
H (-3.1583, 0.0245, 0.3480)  0.234
H (-2.2773, -1.5927, 0.0207)  0.239
H (-2.1595, -0.1174, -1.2927)  0.231
H (-1.0414, -0.1166, 1.5052)  0.154
H (1.0384, 1.8840, -0.5146)  0.405

Force components x, y, z for each atom (eV/Å):
-1.09 1.52 -1.71
-2.03 -0.14 2.22
0.38 -0.22 1.74
1.14 2.36 -2.67
0.36 0.68 -1.72
-2.80 0.76 0.86
2.52 -1.42 0.08
1.65 -0.99 -0.94
-0.58 0.22 -0.68
-1.00 -1.63 2.01
0.61 0.88 -1.32
0.82 -2.01 2.12

# 2
C3H5NO3 | ωB97M-V/def2-TZVPD

Properties
Frontier orbital gap (eV): 9.63
Largest force on an atom (eV/A): 3.8
Energy above the lowest of the compared OMol25 structures with the same formula, charge and spin (kJ/mol): 201.13
SMILES: NC(=O)C(=O)CO
HOMO level (eV): -9.695
Lowest unoccupied orbital energy (eV): -0.07
Spin multiplicity: 1
Charge: 0

Last column: natural (NBO) charge in e.
Positions of all 12 atoms, in Å:
N (-1.5633, -0.5488, 0.2068)  -0.822
C (-0.5161, -1.1735, -0.3650)  0.575
O (-0.5984, -2.0566, -1.1798)  -0.560
C (0.8576, -0.5089, -0.0446)  0.439
O (1.8910, -1.1254, 0.0341)  -0.461
C (0.8285, 1.0355, -0.3077)  -0.157
O (0.2912, 1.4580, 0.9188)  -0.700
H (-1.4338, 0.3015, 0.7375)  0.420
H (-2.4930, -0.8485, -0.0379)  0.405
H (1.8582, 1.3804, -0.4421)  0.190
H (0.1550, 1.3288, -1.1122)  0.199
H (0.7232, 0.7575, 1.5923)  0.472

Force components x, y, z for each atom (eV/Å):
-0.45 0.08 0.29
0.11 0.40 0.43
0.22 -0.33 0.04
0.60 0.03 -3.43
-0.64 0.29 0.81
0.59 -1.68 0.48
1.04 -1.58 3.35
0.01 -0.16 -0.05
0.02 0.01 -0.06
-0.16 0.08 -0.22
0.14 -0.06 -0.05
-1.48 2.94 -1.59

# 3
C3H5NO3 | ωB97M-V/def2-TZVPD

Properties
Frontier orbital gap (eV): 10.91
Largest force on an atom (eV/A): 1.0
Energy above the lowest of the compared OMol25 structures with the same formula, charge and spin (kJ/mol): 270.60
HOMO level (eV): -10.097
Lowest unoccupied orbital energy (eV): 0.82
Spin multiplicity: 1
Charge: 0

Last column: natural (NBO) charge in e.
Positions of all 12 atoms, in Å:
N (-1.5535, -0.8503, 0.2461)  -0.811
C (-0.3201, -0.3238, 0.0605)  0.592
O (0.7573, -0.9949, 0.6412)  -0.515
C (-0.0042, 1.1642, 0.2785)  -0.129
O (1.4030, 1.0805, 0.0378)  -0.510
C (1.4728, -0.2663, -0.4013)  0.555
O (0.4909, -0.4458, -1.3392)  -0.567
H (-2.3711, -0.2701, 0.1406)  0.400
H (-1.6697, -1.8368, 0.0794)  0.408
H (-0.5154, 1.7982, -0.4532)  0.193
H (-0.1909, 1.5170, 1.2983)  0.198
H (2.5008, -0.5720, -0.5887)  0.187

Force components x, y, z for each atom (eV/Å):
-0.07 0.05 -0.02
-0.27 0.07 -0.54
0.41 0.17 -0.12
-0.22 0.03 0.03
0.07 0.04 -0.11
0.63 -0.18 0.36
-0.74 0.06 0.66
0.23 -0.07 -0.11
0.03 0.08 -0.04
0.15 -0.08 0.09
0.01 -0.20 -0.16
-0.22 0.02 -0.05

# 4
C3H5NO3 | ωB97M-V/def2-TZVPD

Properties
Frontier orbital gap (eV): 11.35
Largest force on an atom (eV/A): 0.4
Energy above the lowest of the compared OMol25 structures with the same formula, charge and spin (kJ/mol): 234.71
SMILES: [H]/N=C1/CO1.O=CO
HOMO level (eV): -10.559
Lowest unoccupied orbital energy (eV): 0.79
Spin multiplicity: 1
Charge: 0

Last column: natural (NBO) charge in e.
Positions of all 12 atoms, in Å:
H (-1.9710, -1.7493, 0.4016)  0.378
N (-1.1974, -1.1408, 0.1380)  -0.750
C (-0.9814, -0.2310, 0.9800)  0.568
C (-0.2520, 0.9047, 1.4272)  -0.125
O (-1.4103, 0.2514, 2.1406)  -0.459
H (-0.4735, 1.8863, 1.0216)  0.217
H (0.7065, 0.7751, 1.9188)  0.217
O (1.3646, 0.8622, -0.7219)  -0.637
C (1.4270, 0.1244, -1.6799)  0.663
O (0.6455, -0.9068, -1.9369)  -0.695
H (2.1796, 0.2433, -2.4745)  0.106
H (-0.0376, -1.0195, -1.2145)  0.515

Force components x, y, z for each atom (eV/Å):
0.07 0.06 -0.02
0.02 0.28 0.32
-0.02 -0.19 -0.21
0.19 0.15 -0.06
-0.15 -0.14 0.03
0.00 -0.14 0.08
-0.16 0.01 -0.04
0.00 -0.28 -0.34
0.15 0.19 0.04
-0.05 0.08 0.16
-0.06 0.00 0.08
0.02 -0.01 -0.03

# 5
C3H5NO3 | ωB97M-V/def2-TZVPD

Properties
Frontier orbital gap (eV): 9.59
Largest force on an atom (eV/A): 2.8
Energy above the lowest of the compared OMol25 structures with the same formula, charge and spin (kJ/mol): 512.08
HOMO level (eV): -8.808
Lowest unoccupied orbital energy (eV): 0.78
Spin multiplicity: 1
Charge: 0

Last column: natural (NBO) charge in e.
Positions of all 12 atoms, in Å:
C (1.9981, -2.8336, -1.1626)  0.500
C (1.5593, 1.0879, 0.9990)  -0.051
C (1.0389, 0.1909, 2.1284)  -0.661
N (0.8119, 1.8352, 0.2138)  0.370
O (1.4031, 2.5323, -0.8521)  -0.556
O (-0.4054, 1.8942, 0.2854)  -0.493
O (2.3991, -2.1037, -0.4246)  -0.501
H (0.8820, 2.3851, -1.6224)  0.485
H (2.5375, 1.4329, 0.9466)  0.198
H (0.9293, -0.8480, 1.7047)  0.236
H (0.1526, 0.5612, 2.6819)  0.247
H (1.9272, 0.1612, 2.8416)  0.224

Force components x, y, z for each atom (eV/Å):
-0.56 -1.02 -1.04
-1.41 1.11 -0.11
1.66 0.24 -0.26
-0.48 -1.89 0.72
2.04 0.56 1.79
-1.35 0.20 -0.50
0.56 1.03 1.05
-1.30 -0.47 -0.73
1.97 -0.31 -0.18
-0.28 1.02 0.62
0.43 -0.28 -0.69
-1.27 -0.18 -0.67

# 6
C3H5NO3 | ωB97M-V/def2-TZVPD

Properties
Frontier orbital gap (eV): 9.94
Largest force on an atom (eV/A): 7.8
Energy above the lowest of the compared OMol25 structures with the same formula, charge and spin (kJ/mol): 562.09
HOMO level (eV): -10.008
Lowest unoccupied orbital energy (eV): -0.07
Spin multiplicity: 1
Charge: 0

Last column: natural (NBO) charge in e.
Positions of all 12 atoms, in Å:
C (-1.7664, -0.5424, 0.1857)  -0.667
C (-0.3837, 0.0849, 0.1623)  0.128
C (0.9390, -0.6599, 0.1318)  0.721
H (-2.1642, -1.0803, 1.0972)  0.251
H (-2.5489, 0.0608, -0.4968)  0.256
H (-1.5774, -1.4810, -0.5082)  0.247
H (0.7068, 2.6745, -0.3513)  0.477
H (2.8564, -0.4476, -0.0187)  0.520
N (-0.2473, 1.2650, 0.0917)  -0.119
O (1.0017, 1.8212, -0.4089)  -0.555
O (1.9295, -0.2214, 0.8973)  -0.646
O (1.2545, -1.4737, -0.7820)  -0.612

Force components x, y, z for each atom (eV/Å):
-0.72 -2.22 -2.85
0.15 -5.94 1.86
2.20 -2.93 -3.53
0.49 1.38 -0.69
1.79 -1.05 2.26
-0.35 1.60 1.10
-0.58 3.75 -0.07
-3.79 0.52 4.15
0.05 7.51 -2.03
-0.44 -4.14 1.18
2.96 -0.39 -3.34
-1.76 1.92 1.96

# 7
C3H5NO3 | ωB97M-V/def2-TZVPD

Properties
Frontier orbital gap (eV): 9.97
Largest force on an atom (eV/A): 5.6
Energy above the lowest of the compared OMol25 structures with the same formula, charge and spin (kJ/mol): 546.48
HOMO level (eV): -10.061
Lowest unoccupied orbital energy (eV): -0.09
Spin multiplicity: 1
Charge: 0

Last column: natural (NBO) charge in e.
Positions of all 12 atoms, in Å:
C (0.2385, 1.3583, 0.6109)  0.371
C (-0.2874, -0.7338, -0.7732)  -0.680
C (0.5073, -0.0824, 0.3019)  -0.177
N (2.2703, 0.3318, -0.3112)  0.569
O (-0.5946, 1.9833, -0.0036)  -0.512
O (2.8706, 1.0215, 0.4129)  -0.342
O (2.4931, -0.1848, -1.3423)  -0.341
H (0.9141, 1.8903, 1.4093)  0.151
H (-1.2722, -0.0905, -0.8667)  0.260
H (0.3090, -0.7046, -1.6445)  0.256
H (-0.4840, -1.8278, -0.4955)  0.230
H (0.8136, -0.6380, 1.1074)  0.214

Force components x, y, z for each atom (eV/Å):
-0.12 1.25 0.74
-2.22 -0.15 1.79
1.80 2.25 -1.93
-5.22 -1.97 0.82
0.35 -0.16 0.43
2.22 1.30 1.00
1.39 -0.28 -1.58
-1.12 -1.05 -1.22
1.91 -1.53 -0.18
0.31 0.02 -1.35
0.07 1.64 -0.52
0.64 -1.33 2.00

# 8
C3H5NO3 | ωB97M-V/def2-TZVPD

Properties
Frontier orbital gap (eV): 11.08
Largest force on an atom (eV/A): 0.3
Energy above the lowest of the compared OMol25 structures with the same formula, charge and spin (kJ/mol): 393.62
SMILES: C1OC[C@]2(NO2)O1
HOMO level (eV): -10.174
Lowest unoccupied orbital energy (eV): 0.90
Spin multiplicity: 1
Charge: 0

Last column: natural (NBO) charge in e.
Positions of all 12 atoms, in Å:
C (-0.8231, -0.3575, -1.2370)  0.220
O (-1.6090, -0.2375, -0.0854)  -0.510
C (-0.7320, 0.2317, 0.9234)  -0.129
C (0.6541, -0.1278, 0.3986)  0.546
N (1.7583, 0.7549, 0.5661)  -0.336
O (1.6520, -0.5945, 1.1980)  -0.363
O (0.4582, -0.7773, -0.8044)  -0.501
H (-0.7309, 0.6098, -1.7578)  0.136
H (-1.2442, -1.1152, -1.8980)  0.185
H (-0.9492, -0.2858, 1.8604)  0.214
H (-0.8142, 1.3159, 1.0671)  0.195
H (2.3800, 0.5833, -0.2311)  0.341

Force components x, y, z for each atom (eV/Å):
-0.09 0.01 -0.33
-0.08 -0.06 -0.01
0.10 0.07 0.21
-0.09 0.13 0.03
0.13 0.22 -0.15
-0.03 -0.30 0.11
0.05 -0.02 0.03
-0.05 -0.09 0.06
0.04 0.07 0.10
0.05 0.08 -0.12
0.01 -0.14 -0.04
-0.04 0.02 0.10

# 9
C3H5NO3 | ωB97M-V/def2-TZVPD

Properties
Frontier orbital gap (alpha / beta) (eV): 8.42 / 7.18
Largest force on an atom (eV/A): 2.1
Energy above the lowest of the compared OMol25 structures with the same formula, charge and spin (kJ/mol): 710.17
HOMO level (alpha / beta) (eV): -8.825 / -8.438
Lowest unoccupied orbital energy (alpha / beta) (eV): -0.40 / -1.25
Spin multiplicity: 1
Charge: 0

Last column: natural (NBO) charge in e.
Positions of all 12 atoms, in Å:
C (-0.8681, -0.0724, 0.4245)  0.221
C (1.4090, 0.2950, 0.2441)  0.140
C (-2.2254, -0.4242, -0.1316)  -0.699
N (2.5628, 0.3413, -0.5246)  0.445
O (2.4816, 0.0039, -1.7129)  -0.426
O (3.5899, 0.6965, 0.0543)  -0.414
O (0.2185, 0.0554, -0.2951)  -0.331
H (-0.7376, 0.0115, 1.4918)  0.155
H (1.3266, 0.6318, 1.2972)  0.179
H (-3.0646, 0.0641, 0.4495)  0.242
H (-2.4106, -1.5524, -0.0985)  0.242
H (-2.2820, -0.0505, -1.1987)  0.245

Force components x, y, z for each atom (eV/Å):
-0.61 -0.07 0.26
-1.02 0.64 1.77
0.00 0.00 -0.90
-0.61 -0.21 -0.57
0.17 0.22 0.53
-0.17 -0.07 -0.10
-0.20 -0.56 -0.75
0.10 0.06 0.23
0.99 -0.29 -0.93
1.15 -0.47 -0.50
0.29 1.41 -0.16
-0.08 -0.65 1.11

# 10
C3H5NO3 | ωB97M-V/def2-TZVPD

Properties
Frontier orbital gap (eV): 10.45
Largest force on an atom (eV/A): 2.6
Energy above the lowest of the compared OMol25 structures with the same formula, charge and spin (kJ/mol): 408.79
SMILES: C/C(=N\O)OC=O
HOMO level (eV): -9.661
Lowest unoccupied orbital energy (eV): 0.79
Spin multiplicity: 1
Charge: 0

Last column: natural (NBO) charge in e.
Positions of all 12 atoms, in Å:
C (0.0925, -1.0372, 0.8600)  -0.718
C (-0.1784, 0.1714, 0.0510)  0.577
N (-1.2432, 0.7451, -0.2537)  -0.221
O (-2.3879, 0.1371, 0.3108)  -0.561
O (1.1646, 1.2237, 0.0508)  -0.506
C (1.6325, 0.8415, -1.0796)  0.634
O (1.0181, -0.0375, -1.6881)  -0.592
H (-0.4721, -0.9700, 1.7898)  0.251
H (-0.2500, -1.9131, 0.3052)  0.251
H (1.1495, -1.1566, 1.0783)  0.244
H (-3.0993, 0.7080, -0.0052)  0.485
H (2.5736, 1.2876, -1.4194)  0.156

Force components x, y, z for each atom (eV/Å):
0.04 -0.15 -0.26
0.68 1.62 1.39
0.21 0.64 0.53
0.42 -0.30 -0.43
-2.34 -1.15 0.33
-0.41 -1.42 -1.15
1.39 0.59 -0.49
-0.01 0.02 0.02
-0.02 0.05 0.06
0.00 0.09 -0.02
0.17 -0.07 -0.03
-0.15 0.06 0.06

# 11
C3H5NO3 | ωB97M-V/def2-TZVPD

Properties
Frontier orbital gap (eV): 9.51
Largest force on an atom (eV/A): 6.4
Energy above the lowest of the compared OMol25 structures with the same formula, charge and spin (kJ/mol): 678.87
HOMO level (eV): -9.980
Lowest unoccupied orbital energy (eV): -0.47
Spin multiplicity: 1
Charge: 0

Last column: natural (NBO) charge in e.
Positions of all 12 atoms, in Å:
C (1.5975, -0.2677, -1.0876)  -0.433
C (0.4264, -0.7232, -0.8165)  -0.156
C (-0.3301, -0.1814, 0.8875)  0.168
N (-1.6231, 0.2201, 0.4080)  0.482
O (-2.4031, -0.6913, 0.1469)  -0.373
O (-1.7973, 1.4540, 0.3243)  -0.413
O (0.4461, 0.9273, 1.2607)  -0.675
H (2.3668, -0.4327, -1.9594)  0.234
H (2.1019, 0.5647, -0.5195)  0.237
H (-0.3636, -1.3397, -1.1305)  0.218
H (-0.2892, -1.1416, 1.2931)  0.222
H (-0.1323, 1.6115, 1.1929)  0.489

Force components x, y, z for each atom (eV/Å):
3.74 1.73 -1.64
-1.81 1.07 3.69
3.51 2.20 -4.93
-0.65 0.60 0.59
0.30 1.28 -0.12
-0.61 -1.92 -0.27
1.81 -5.33 1.12
-2.25 -0.42 1.21
-1.06 -1.05 0.24
-0.21 -1.07 -1.12
-0.05 -0.88 1.59
-2.71 3.78 -0.36

# 12
C3H5NO3 | ωB97M-V/def2-TZVPD

Properties
Frontier orbital gap (eV): 10.78
Largest force on an atom (eV/A): 4.4
Energy above the lowest of the compared OMol25 structures with the same formula, charge and spin (kJ/mol): 638.95
SMILES: C=C1CO1.O=NO
HOMO level (eV): -9.997
Lowest unoccupied orbital energy (eV): 0.79
Spin multiplicity: 1
Charge: 0

Last column: natural (NBO) charge in e.
Positions of all 12 atoms, in Å:
C (1.0405, 0.8295, -1.2228)  -0.498
C (0.9284, 0.2278, -0.0948)  0.279
C (1.0001, 0.0673, 1.3390)  -0.112
O (0.4490, -0.9452, 0.4942)  -0.509
H (0.8638, 0.3313, -2.2469)  0.231
H (1.6388, 1.7987, -1.3172)  0.234
H (1.8969, -0.0569, 1.8991)  0.192
H (0.2553, 0.4590, 1.9552)  0.190
O (-2.9268, 0.4945, -0.1339)  -0.274
N (-1.9662, -0.1350, 0.0120)  0.328
O (-2.0413, -1.4520, -0.4392)  -0.553
H (-1.1385, -1.6192, -0.2447)  0.489

Force components x, y, z for each atom (eV/Å):
1.55 1.13 -3.94
-0.49 -1.20 2.79
0.02 0.69 -0.57
1.22 -0.46 -1.34
-0.09 0.70 1.97
-1.20 -1.40 0.49
0.93 -0.76 -0.14
-1.27 1.08 0.73
-1.08 -0.05 -0.34
0.36 0.49 0.38
-1.70 1.02 -0.33
1.77 -1.26 0.30